No. 1
A 6-piece molecular cluster, C46H86Cl2F3N2O17PS5 overall at a distorted geometry. Source: OMol25; level of theory: wB97M-V/def2-TZVPD.

Its structure (SMILES) is CCCCCCCCCCCCCCc1c(COC)c(P(O)Cl)c(CCC(F)=C(F)F)c2ncc([C@@H](Cl)CC)nc12.CCOS(C)(=O)=O.CCOS(C)(=O)=O.CCOS(C)(=O)=O.CCOS(C)(=O)=O.CCOS(C)(=O)=O. The value obtained for the largest force on an atom is 4.4 eV Å⁻¹. For the LUMO energy, the calculation gives -0.9 eV. The total energy is -6744.9777 Eh.

CARTESIAN COORDINATES (ANGSTROEM)
C  -7.51  5.95  7.61
C  -7.20  7.42  7.03
C  -7.19  7.31  5.44
C  -8.32  8.22  4.76
C  -9.04  7.51  3.54
C  -8.02  6.99  2.44
C  -8.52  5.56  1.94
C  -7.57  5.10  0.73
C  -6.89  3.68  0.99
C  -5.52  3.59  0.20
C  -4.39  2.76  0.93
C  -2.91  3.13  0.45
C  -2.90  3.00  -1.11
C  -1.46  3.10  -1.79
C  -0.28  2.62  -0.91
C  -0.14  1.22  -0.53
C  -1.28  0.27  -1.06
O  -2.39  0.19  -0.13
C  -3.11  -1.04  -0.34
C  1.02  0.69  0.31
P  0.98  -1.13  0.68
O  -0.58  -1.39  1.33
Cl  2.23  -1.70  2.27
C  2.03  1.67  0.68
C  3.29  1.23  1.48
C  4.13  0.27  0.50
C  5.27  -0.50  1.23
F  6.12  0.06  2.16
C  5.47  -1.80  0.90
F  5.99  -2.73  1.79
F  5.19  -2.24  -0.37
C  1.90  3.12  0.30
N  2.90  3.97  0.74
C  2.76  5.25  0.34
C  1.61  5.68  -0.49
C  1.59  7.20  -0.92
Cl  1.30  7.33  -2.73
C  0.58  8.07  -0.08
C  1.11  9.57  -0.07
N  0.57  4.93  -0.92
C  0.77  3.63  -0.49
H  -6.51  5.46  7.75
H  -8.08  5.34  6.86
H  -8.01  6.02  8.61
H  -7.95  8.17  7.41
H  -6.18  7.75  7.35
H  -7.29  6.26  5.07
H  -6.21  7.69  5.04
H  -7.89  9.20  4.39
H  -9.11  8.40  5.54
H  -9.73  8.27  3.08
H  -9.62  6.64  3.95
H  -6.98  6.85  2.82
H  -8.00  7.64  1.52
H  -8.37  4.83  2.78
H  -9.58  5.65  1.61
H  -8.22  5.10  -0.20
H  -6.81  5.91  0.57
H  -7.60  2.92  0.56
H  -6.77  3.55  2.10
H  -5.72  3.06  -0.78
H  -5.10  4.59  -0.08
H  -4.48  2.78  2.06
H  -4.55  1.68  0.64
H  -2.73  4.17  0.84
H  -2.24  2.39  0.96
H  -3.54  3.80  -1.61
H  -3.36  2.03  -1.43
H  -1.35  4.15  -2.18
H  -1.48  2.44  -2.71
H  -1.65  0.56  -2.08
H  -0.89  -0.79  -1.16
H  -3.15  -1.29  -1.44
H  -2.61  -1.91  0.18
H  -4.12  -0.93  0.13
H  -0.61  -0.88  2.17
H  4.01  2.07  1.69
H  3.09  0.76  2.47
H  4.64  0.98  -0.22
H  3.48  -0.39  -0.13
H  3.53  5.99  0.65
H  2.62  7.62  -0.75
H  -0.43  8.10  -0.56
H  0.55  7.76  1.00
H  2.03  9.71  0.54
H  0.31  10.28  0.30
H  1.34  9.91  -1.13
C  -2.97  4.38  12.50
C  -4.42  4.10  12.83
O  -5.20  5.30  12.85
S  -5.65  5.94  11.45
C  -6.85  7.07  12.10
O  -6.33  4.95  10.68
O  -4.56  6.70  10.91
H  -2.86  4.72  11.47
H  -2.37  3.47  12.62
H  -2.57  5.16  13.14
H  -4.86  3.37  12.14
H  -4.49  3.67  13.83
H  -7.65  6.51  12.55
H  -7.23  7.67  11.27
H  -6.36  7.72  12.83
C  -10.41  -1.53  3.46
C  -9.79  -1.37  2.08
O  -10.68  -0.70  1.18
S  -10.83  0.90  1.30
C  -11.66  1.16  -0.24
O  -9.52  1.49  1.22
O  -11.73  1.20  2.37
H  -10.53  -0.56  3.95
H  -9.78  -2.16  4.09
H  -11.40  -1.98  3.39
H  -8.84  -0.85  2.14
H  -9.60  -2.35  1.66
H  -11.00  0.87  -1.05
H  -11.92  2.21  -0.31
H  -12.57  0.55  -0.25
C  7.38  -4.55  -0.28
C  7.29  -5.68  -1.30
O  8.27  -5.54  -2.33
S  9.78  -5.97  -2.01
C  10.36  -5.97  -3.68
O  9.79  -7.31  -1.51
O  10.42  -4.90  -1.31
H  8.31  -4.62  0.28
H  6.55  -4.59  0.42
H  7.38  -3.58  -0.78
H  7.37  -6.65  -0.81
H  6.31  -5.64  -1.78
H  9.84  -6.75  -4.23
H  11.43  -6.18  -3.66
H  10.18  -5.00  -4.12
C  13.26  -8.90  -8.45
C  11.99  -9.00  -9.28
O  10.87  -9.38  -8.48
S  10.17  -8.26  -7.56
C  8.70  -9.18  -7.18
O  9.81  -7.14  -8.38
O  10.93  -8.11  -6.36
H  13.20  -8.06  -7.76
H  14.12  -8.74  -9.10
H  13.41  -9.80  -7.86
H  11.79  -8.07  -9.82
H  12.12  -9.78  -10.03
H  8.15  -9.35  -8.10
H  8.11  -8.59  -6.49
H  8.99  -10.12  -6.72
C  10.52  -14.55  -13.28
C  9.36  -13.64  -12.90
O  9.21  -13.55  -11.47
S  10.22  -12.60  -10.66
C  9.32  -12.58  -9.14
O  10.18  -11.28  -11.24
O  11.45  -13.30  -10.45
H  11.48  -14.10  -12.99
H  10.54  -14.71  -14.36
H  10.44  -15.51  -12.77
H  9.48  -12.65  -13.34
H  8.44  -14.06  -13.28
H  8.36  -12.10  -9.30
H  9.91  -12.01  -8.42
H  9.19  -13.60  -8.80

Mulliken population analysis, charges in e, atoms 1 to 6: -0.94, -0.45, -0.45, -0.63, -0.88, -0.60



No. 2
C46H92N5O10 as an isolated structure at a distorted geometry. Source: OMol25; level of theory: wB97M-V/def2-TZVPD.

The value obtained for the largest force on an atom is 10.4 eV Å⁻¹. For the LUMO energy (alpha / beta), the calculation gives -12.4 / -13.5 eV. As for the spin multiplicity: 2. As for the expectation value of S²: 1.77. The total charge is +4. The total energy is -2832.0132 Eh.

CARTESIAN COORDINATES (ANGSTROEM)
C  -4.55  -1.66  1.88
C  -3.30  -1.91  2.74
C  -3.55  -2.11  4.27
C  -2.36  -2.69  5.11
C  -1.93  -4.11  4.60
C  -1.65  -4.15  3.06
N  -2.78  -3.38  2.31
O  -2.91  -3.73  0.96
C  -1.63  -5.64  2.51
C  -0.30  -3.41  2.69
C  -2.20  -0.77  2.51
H  -4.20  -1.67  0.85
H  -5.10  -0.77  2.18
H  -5.18  -2.55  1.88
H  -4.38  -2.80  4.46
H  -3.91  -1.16  4.66
H  -2.60  -2.84  6.16
H  -1.55  -1.96  4.99
H  -2.72  -4.84  4.80
H  -1.07  -4.53  5.13
H  -1.49  -5.83  1.45
H  -2.61  -6.10  2.66
H  -0.88  -6.15  3.11
H  -0.20  -2.51  3.30
H  -0.13  -3.22  1.63
H  0.48  -4.09  3.03
H  -2.54  0.21  2.85
H  -2.00  -0.56  1.46
H  -1.22  -0.86  2.99
C  -2.50  3.03  -3.91
C  -2.62  2.20  -2.63
C  -1.52  2.61  -1.72
C  -1.77  2.12  -0.35
C  -3.03  2.74  0.31
C  -4.36  2.40  -0.49
N  -4.03  2.58  -2.02
O  -5.10  2.85  -2.97
C  -5.30  3.55  -0.05
C  -4.90  0.96  -0.26
C  -2.53  0.68  -2.99
H  -2.60  4.10  -3.76
H  -3.26  2.71  -4.63
H  -1.49  2.92  -4.30
H  -1.41  3.69  -1.74
H  -0.50  2.35  -2.00
H  -0.89  2.26  0.28
H  -1.95  1.05  -0.25
H  -2.84  3.79  0.54
H  -3.19  2.42  1.34
H  -6.21  3.42  -0.62
H  -4.88  4.56  -0.09
H  -5.57  3.29  0.97
H  -5.86  0.89  -0.77
H  -5.12  0.74  0.78
H  -4.29  0.15  -0.66
H  -1.63  0.39  -3.53
H  -3.48  0.49  -3.50
H  -2.65  0.02  -2.13
C  3.57  -0.54  3.14
C  5.11  -0.44  3.34
C  5.69  -1.85  3.53
C  5.88  -2.67  2.19
C  6.82  -1.91  1.33
C  6.20  -0.56  0.85
N  5.71  0.19  2.11
O  5.11  1.34  1.72
C  5.22  -0.74  -0.30
C  7.53  0.17  0.36
C  5.52  0.56  4.49
H  3.08  -0.94  4.02
H  3.39  -1.23  2.32
H  3.00  0.38  3.04
H  5.10  -2.44  4.24
H  6.67  -1.75  4.00
H  5.00  -3.07  1.71
H  6.33  -3.64  2.38
H  7.27  -2.45  0.50
H  7.67  -1.58  1.92
H  5.64  -1.25  -1.17
H  4.84  0.25  -0.56
H  4.33  -1.37  -0.20
H  8.05  0.71  1.15
H  7.21  1.06  -0.18
H  8.23  -0.30  -0.33
H  5.19  1.59  4.33
H  6.57  0.59  4.78
H  5.05  0.23  5.41
C  -0.98  -2.64  -1.60
C  -1.84  -3.47  -2.53
C  -1.41  -4.99  -2.54
C  -2.58  -5.92  -2.98
C  -3.85  -5.86  -2.13
C  -4.45  -4.44  -2.25
N  -3.36  -3.32  -2.01
O  -3.75  -2.04  -1.59
C  -5.45  -4.22  -1.17
C  -5.18  -4.26  -3.57
C  -1.77  -2.95  -3.98
H  -1.10  -2.72  -0.52
H  -1.13  -1.62  -1.96
H  0.10  -2.77  -1.65
H  -1.25  -5.33  -1.52
H  -0.53  -5.22  -3.14
H  -2.11  -6.89  -2.82
H  -2.80  -5.85  -4.05
H  -3.57  -5.96  -1.08
H  -4.57  -6.63  -2.40
H  -4.97  -4.32  -0.19
H  -6.30  -4.90  -1.02
H  -6.04  -3.32  -1.34
H  -5.91  -3.45  -3.60
H  -5.81  -5.12  -3.78
H  -4.50  -4.26  -4.43
H  -2.01  -1.91  -4.17
H  -2.40  -3.55  -4.64
H  -0.80  -3.18  -4.42
C  2.05  8.89  0.43
C  2.04  7.41  0.57
C  2.13  6.77  -0.82
N  2.61  5.30  -0.90
C  1.30  4.42  -0.68
C  3.64  4.90  0.21
C  4.19  3.59  -0.23
C  4.45  3.75  -1.71
C  3.45  4.86  -2.16
H  1.75  9.28  1.41
H  1.26  9.17  -0.26
H  3.07  9.23  0.25
H  1.09  7.04  0.96
H  2.98  7.15  1.06
H  2.83  7.37  -1.40
H  1.16  7.00  -1.26
H  1.40  3.36  -0.93
H  0.58  4.80  -1.41
H  0.91  4.75  0.28
H  3.11  4.97  1.15
H  4.33  5.74  0.26
H  3.42  2.83  -0.12
H  5.04  3.36  0.43
H  4.19  2.79  -2.17
H  5.48  3.81  -2.05
H  2.72  4.58  -2.93
H  3.94  5.76  -2.53
O  2.31  0.67  0.21
C  1.18  0.08  -0.02
O  0.87  0.23  -1.17
O  0.59  -0.45  0.95
H  2.12  0.89  -0.70
O  0.42  1.57  -4.06
C  1.58  2.16  -4.27
O  1.67  3.25  -4.82
O  2.61  1.46  -4.10
H  0.78  0.82  -3.58

Mulliken population analysis, charges in e, atoms 1 to 6: -1.52, 1.54, -1.25, -0.56, -1.18, 1.22